Entry 1:
{
  "formula": "C9H9NSi",
  "method": "ωB97M-V with the def2-TZVPD basis set",
  "elements": ["C", "C", "C", "C", "C", "C", "C", "C", "C", "N", "Si", "H", "H", "H", "H", "H", "H", "H", "H", "H"],
  "xyz": [[3.281, -0.389, 0.156], [2.406, -1.050, 0.918], [2.845, 0.492, -0.895], [1.007, -0.924, 0.678], [1.462, 0.541, -1.124], [0.566, -0.235, -0.395], [-3.146, 0.890, 0.787], [-2.244, 1.391, -0.083], [-3.076, -0.557, 0.824], [-2.264, -1.206, 0.126], [-1.322, -0.116, -0.791], [4.304, -0.521, 0.277], [2.968, -1.663, 1.608], [3.571, 0.907, -1.566], [0.269, -1.503, 1.202], [1.034, 1.358, -1.828], [-3.696, 1.511, 1.453], [-2.110, 2.399, -0.218], [-4.045, -0.942, 1.166], [-1.810, -0.382, -2.295]],
  "lowdin_charge": [-0.11, -0.08, -0.05, -0.09, -0.13, -0.31, -0.14, -0.11, -0.29, -0.05, 0.63, 0.08, 0.11, 0.09, 0.09, 0.13, 0.09, 0.02, 0.11, 0.02],
  "orbital_gap_ha": 0.3475,
  "e_homo_ev": -9.42,
  "largest_force_ev_per_a": 4.063,
  "multiplicity": 1,
  "energy_ha": -692.5367
}

Entry 2:
{
  "formula": "C37H77N4O7P2S2SbSi3Ti",
  "method": "ωB97M-V with the def2-TZVPD basis set",
  "elements": ["Ti", "O", "C", "O", "C", "C", "C", "C", "C", "O", "C", "C", "O", "O", "H", "H", "H", "H", "H", "H", "H", "H", "C", "P", "C", "C", "O", "H", "H", "H", "H", "H", "H", "H", "H", "H", "C", "O", "C", "S", "S", "H", "H", "H", "C", "Si", "C", "C", "Sb", "Si", "C", "C", "C", "Si", "C", "C", "C", "H", "H", "H", "H", "H", "H", "H", "H", "H", "H", "H", "H", "H", "H", "H", "H", "H", "H", "H", "H", "H", "H", "H", "H", "H", "H", "H", "N", "P", "N", "C", "C", "C", "C", "C", "N", "C", "C", "C", "C", "C", "N", "C", "C", "C", "C", "C", "H", "H", "H", "H", "H", "H", "H", "H", "H", "H", "H", "H", "H", "H", "H", "H", "H", "H", "H", "H", "H", "H", "H", "H", "H", "H", "H", "H", "H", "H"],
  "xyz": [[0.527, -1.273, -0.475], [1.939, -0.075, -4.250], [1.751, -0.144, -3.047], [0.956, -0.978, -2.460], [2.585, 0.736, -2.103], [3.424, -0.198, -1.224], [4.512, 0.564, -0.466], [3.695, 1.283, 0.638], [2.274, 0.869, 0.290], [2.494, -0.523, -0.153], [1.800, 1.539, -1.006], [0.278, 1.500, -1.203], [-0.255, 2.331, -1.918], [-0.341, 0.552, -0.567], [3.205, 1.383, -2.718], [3.740, -1.118, -1.708], [5.041, 1.248, -1.130], [5.238, -0.128, -0.038], [3.806, 2.367, 0.625], [3.947, 0.917, 1.631], [1.566, 0.871, 1.120], [2.093, 2.587, -1.021], [-3.105, -0.532, 0.368], [-2.177, -1.758, 1.291], [-2.671, -3.369, 0.639], [-2.733, -1.620, 2.989], [-0.693, -1.555, 1.209], [-4.173, -0.748, 0.441], [-2.799, -0.526, -0.679], [-2.889, 0.455, 0.777], [-3.443, -3.827, 1.259], [-1.785, -4.004, 0.603], [-3.047, -3.262, -0.379], [-3.823, -1.607, 3.047], [-2.311, -0.696, 3.393], [-2.344, -2.458, 3.570], [0.196, -1.586, 6.170], [-0.197, -0.568, 5.261], [0.521, -0.384, 4.116], [1.901, -1.311, 3.829], [0.041, 0.961, 3.225], [-0.491, -1.499, 7.011], [1.227, -1.445, 6.496], [0.122, -2.574, 5.712], [0.379, 4.209, 5.031], [0.326, 5.419, 3.603], [2.045, 6.167, 3.404], [-0.859, 6.806, 4.078], [-0.135, 4.154, 1.444], [-0.011, 6.114, -0.193], [-1.225, 5.876, -1.603], [1.726, 6.080, -0.920], [-0.293, 7.831, 0.536], [-2.682, 4.046, 1.469], [-3.507, 5.734, 1.628], [-3.246, 2.999, 2.922], [-3.257, 3.257, -0.145], [0.561, 4.760, 5.960], [1.171, 3.472, 4.889], [-0.548, 3.643, 5.130], [2.390, 6.588, 4.353], [2.066, 6.961, 2.653], [2.757, 5.398, 3.097], [-0.409, 7.362, 4.908], [-1.812, 6.405, 4.428], [-1.057, 7.504, 3.265], [-1.196, 4.848, -1.966], [-0.945, 6.540, -2.428], [-2.249, 6.117, -1.310], [1.846, 5.183, -1.532], [2.492, 6.068, -0.141], [1.897, 6.953, -1.557], [-1.306, 7.944, 0.929], [-0.153, 8.574, -0.256], [0.407, 8.062, 1.341], [-3.224, 6.239, 2.552], [-4.595, 5.604, 1.629], [-3.250, 6.389, 0.792], [-3.117, 3.536, 3.866], [-2.665, 2.078, 3.005], [-4.308, 2.758, 2.809], [-3.698, 4.011, -0.802], [-4.026, 2.508, 0.064], [-2.445, 2.773, -0.690], [0.756, -3.174, -0.501], [1.370, -4.575, -0.406], [1.107, -5.664, -1.654], [-0.283, -6.085, -1.873], [-1.077, -5.086, -2.713], [-0.375, -4.827, -4.042], [1.059, -4.370, -3.789], [1.791, -5.394, -2.928], [0.772, -5.439, 0.921], [0.850, -4.701, 2.192], [0.161, -5.496, 3.317], [-0.853, -6.490, 2.758], [-0.156, -7.508, 1.846], [1.036, -6.858, 1.128], [3.042, -4.532, -0.320], [3.819, -5.768, -0.228], [5.290, -5.459, -0.473], [5.850, -4.566, 0.648], [4.737, -3.704, 1.259], [3.710, -3.330, 0.202], [-0.760, -6.242, -0.905], [-0.254, -7.056, -2.386], [-1.148, -4.148, -2.155], [-2.091, -5.468, -2.868], [-0.916, -4.083, -4.629], [-0.363, -5.756, -4.629], [1.048, -3.403, -3.278], [1.596, -4.234, -4.732], [2.807, -5.064, -2.716], [1.858, -6.351, -3.464], [0.404, -3.717, 2.054], [1.899, -4.522, 2.471], [-0.308, -4.799, 4.015], [0.909, -6.047, 3.895], [-1.607, -5.952, 2.185], [-1.382, -7.000, 3.567], [-0.867, -7.903, 1.116], [0.204, -8.359, 2.431], [1.233, -7.338, 0.171], [1.939, -6.985, 1.743], [3.442, -6.481, -0.963], [3.716, -6.244, 0.758], [5.371, -4.952, -1.438], [5.857, -6.389, -0.555], [6.636, -3.924, 0.244], [6.316, -5.179, 1.423], [5.141, -2.799, 1.713], [4.228, -4.247, 2.061], [4.214, -2.794, -0.614], [2.967, -2.649, 0.611]],
  "lowdin_charge": [1.05, 0.05, -0.59, -0.13, -0.09, -0.24, -0.08, -0.08, -0.24, -0.20, -0.10, -0.61, 0.05, -0.16, 0.15, 0.15, 0.12, 0.11, 0.12, 0.12, 0.07, 0.14, -0.16, 0.59, -0.15, -0.15, -0.45, 0.06, 0.06, 0.04, 0.05, 0.03, 0.05, 0.06, 0.02, 0.06, -0.16, -0.28, -1.35, 0.52, 0.54, 0.08, 0.06, 0.06, -0.25, 0.25, -0.24, -0.23, 0.87, 0.26, -0.22, -0.24, -0.23, 0.27, -0.22, -0.24, -0.22, 0.03, 0.02, 0.01, 0.02, 0.01, 0.02, 0.03, 0.02, 0.00, 0.02, 0.03, 0.01, 0.02, 0.02, 0.02, 0.01, 0.03, 0.01, 0.00, 0.03, 0.00, 0.02, -0.03, 0.03, 0.02, 0.02, 0.01, -0.26, 0.58, -0.21, -0.21, -0.19, -0.20, -0.18, -0.21, -0.21, -0.21, -0.17, -0.20, -0.18, -0.23, -0.19, -0.22, -0.18, -0.19, -0.17, -0.20, 0.09, 0.12, 0.09, 0.11, 0.11, 0.11, 0.09, 0.11, 0.10, 0.12, 0.08, 0.10, 0.10, 0.11, 0.09, 0.10, 0.10, 0.10, 0.10, 0.11, 0.10, 0.10, 0.11, 0.11, 0.10, 0.10, 0.11, 0.10, 0.11, 0.08],
  "orbital_gap_ha": [0.2430, 0.2429],
  "e_homo_ev": [-4.32, -4.32],
  "largest_force_ev_per_a": 1.127,
  "multiplicity": 2,
  "energy_ha": -5639.4801,
  "charge": -1
}

Entry 3:
{
  "formula": "C25H40CoN5O2S2Si2",
  "method": "ωB97M-V with the def2-TZVPD basis set",
  "elements": ["Co", "C", "Si", "C", "C", "C", "C", "C", "C", "C", "C", "N", "Si", "C", "C", "C", "H", "H", "H", "H", "H", "H", "H", "H", "H", "H", "H", "H", "H", "H", "H", "H", "H", "H", "H", "H", "H", "H", "O", "C", "O", "C", "C", "C", "C", "C", "C", "S", "H", "H", "H", "H", "N", "N", "C", "N", "S", "H", "H", "H", "H", "H", "C", "C", "C", "C", "C", "N", "H", "H", "H", "H", "H", "H", "H", "H", "H"],
  "xyz": [[0.195, 0.238, 0.524], [-3.041, -0.585, 0.264], [-1.982, -1.798, -0.690], [-3.076, -2.290, -2.151], [-1.893, -3.300, 0.428], [-0.274, -1.221, -1.150], [0.739, -2.152, -0.553], [1.024, -3.466, -0.958], [1.932, -4.222, -0.245], [2.557, -3.671, 0.870], [2.264, -2.364, 1.203], [1.401, -1.628, 0.493], [0.239, -0.687, -2.832], [1.949, -1.383, -3.244], [0.442, 1.186, -3.101], [-0.841, -1.205, -4.284], [-3.999, -1.069, 0.487], [-3.248, 0.328, -0.302], [-2.574, -0.311, 1.218], [-3.998, -2.747, -1.765], [-2.590, -3.013, -2.815], [-3.365, -1.420, -2.756], [-2.909, -3.562, 0.746], [-1.318, -3.065, 1.335], [-1.440, -4.174, -0.046], [0.499, -3.876, -1.813], [2.149, -5.241, -0.545], [3.257, -4.239, 1.467], [2.727, -1.864, 2.045], [2.621, -1.385, -2.377], [2.416, -0.788, -4.036], [1.887, -2.419, -3.594], [0.322, 1.773, -2.190], [-0.289, 1.548, -3.836], [1.437, 1.404, -3.503], [-1.004, -2.286, -4.317], [-0.350, -0.902, -5.218], [-1.824, -0.721, -4.249], [-1.539, -1.249, 3.723], [-0.470, -0.768, 3.355], [-0.333, -0.062, 2.291], [0.799, -0.974, 4.176], [0.678, -1.963, 5.163], [1.732, -2.353, 5.969], [2.964, -1.734, 5.784], [3.106, -0.743, 4.832], [2.047, -0.294, 4.002], [2.432, 1.059, 2.931], [-0.295, -2.427, 5.262], [1.597, -3.120, 6.723], [3.820, -2.026, 6.388], [4.064, -0.256, 4.702], [2.315, 1.116, -0.220], [3.080, 2.285, -0.330], [2.702, 3.480, 0.202], [3.772, 4.336, 0.289], [1.184, 3.936, 0.660], [2.566, 0.630, 0.661], [2.544, 0.539, -1.020], [4.073, 2.114, -0.297], [4.553, 4.210, -0.333], [3.512, 5.285, 0.487], [-2.263, 4.838, -0.099], [-2.626, 3.559, -0.867], [-2.452, 3.764, -2.378], [-4.059, 3.123, -0.543], [-1.671, 2.511, -0.453], [-0.847, 1.769, -0.194], [-2.968, 5.626, -0.371], [-1.247, 5.162, -0.334], [-2.315, 4.672, 0.979], [-3.166, 4.518, -2.717], [-2.633, 2.836, -2.922], [-1.442, 4.104, -2.610], [-4.735, 3.942, -0.794], [-4.170, 2.887, 0.516], [-4.347, 2.243, -1.119]],
  "lowdin_charge": [0.62, -0.18, 0.43, -0.20, -0.16, -0.38, -0.43, -0.07, -0.07, -0.06, -0.09, 0.06, 0.44, -0.19, -0.19, -0.20, 0.04, 0.00, 0.02, 0.03, 0.02, 0.02, 0.03, 0.04, 0.02, 0.12, 0.10, 0.10, 0.09, 0.02, 0.02, 0.03, -0.02, 0.02, 0.02, 0.02, 0.03, 0.02, 0.01, -0.59, -0.18, -0.15, -0.06, -0.12, -0.13, -0.18, -0.66, 0.49, 0.10, 0.08, 0.09, 0.07, -0.02, -0.07, -0.92, 0.06, 0.64, -0.04, 0.07, 0.13, 0.09, 0.07, -0.05, -0.57, -0.04, -0.04, -0.12, 0.17, 0.09, 0.05, 0.10, 0.09, 0.09, 0.09, 0.09, 0.10, 0.08],
  "orbital_gap_ha": [0.2143, 0.2139],
  "e_homo_ev": [-3.51, -3.50],
  "largest_force_ev_per_a": 1.182,
  "multiplicity": 4,
  "energy_ha": -4159.1613,
  "charge": -1
}

Entry 4:
{
  "formula": "C3H7OS",
  "method": "ωB97M-V with the def2-TZVPD basis set",
  "elements": ["C", "S", "H", "H", "H", "C", "C", "O", "H", "H", "H", "H"],
  "xyz": [[-1.339, -1.677, 0.813], [-1.551, -1.376, -1.001], [-2.215, -1.299, 1.361], [-0.543, -1.195, 1.379], [-1.338, -2.751, 0.918], [0.689, 1.947, -0.144], [1.529, 0.976, -0.572], [1.095, -0.077, -1.278], [1.160, 2.774, 0.385], [-0.375, 2.062, -0.275], [2.584, 1.208, -0.714], [0.303, -0.592, -0.870]],
  "lowdin_charge": [-0.66, 0.16, -0.02, -0.01, -0.03, -0.03, -0.33, -0.14, 0.02, 0.04, 0.09, -0.07],
  "orbital_gap_ha": 0.2524,
  "e_homo_ev": -2.67,
  "largest_force_ev_per_a": 2.813,
  "multiplicity": 1,
  "energy_ha": -591.9173,
  "charge": -1
}

Entry 5:
{
  "formula": "C6H5Br2N3",
  "method": "ωB97M-V with the def2-TZVPD basis set",
  "elements": ["C", "C", "C", "C", "C", "C", "N", "N", "N", "Br", "Br", "H", "H", "H", "H", "H"],
  "xyz": [[1.623, -1.482, -1.444], [0.422, -0.969, -1.879], [0.910, -0.230, 0.125], [-0.352, 1.183, 1.678], [0.791, 0.585, 1.295], [-1.624, 0.877, 1.060], [1.905, -1.031, -0.215], [-0.035, -0.187, -0.869], [-1.118, 0.641, -0.922], [2.398, 0.950, 2.211], [-2.444, -0.790, 1.508], [2.279, -2.158, -1.951], [-0.116, -1.090, -2.795], [-0.344, 1.908, 2.480], [-2.356, 1.668, 0.967], [-1.938, 0.125, -1.250]],
  "lowdin_charge": [-0.14, -0.04, -0.39, -0.24, -0.62, -0.53, 0.10, -0.15, 0.08, 0.79, 0.71, 0.10, 0.11, 0.10, 0.07, 0.07],
  "orbital_gap_ha": 0.2860,
  "e_homo_ev": -8.39,
  "largest_force_ev_per_a": 4.050,
  "multiplicity": 1,
  "energy_ha": -5543.8195
}

Entry 6:
{
  "formula": "C3H8N3",
  "method": "ωB97M-V with the def2-TZVPD basis set",
  "elements": ["C", "C", "C", "N", "N", "N", "H", "H", "H", "H", "H", "H", "H", "H"],
  "xyz": [[-2.020, 0.223, 0.325], [-0.529, 0.685, 0.544], [2.661, -0.652, 0.094], [-0.456, -1.278, -0.457], [-1.720, -0.992, -0.441], [0.221, -0.473, 0.216], [-2.268, 0.034, 1.387], [-2.760, 0.857, -0.247], [-0.006, 1.560, 0.012], [-0.617, 0.960, 1.678], [2.813, 0.409, -0.188], [2.657, -1.458, -0.580], [2.662, -0.842, 1.075], [-2.351, -1.612, -0.915]],
  "lowdin_charge": [-0.09, -0.18, 0.43, 0.03, 0.00, -0.03, 0.12, 0.15, 0.14, 0.14, 0.09, 0.05, 0.00, 0.16],
  "orbital_gap_ha": [0.2667, 0.2667],
  "e_homo_ev": [-13.82, -13.82],
  "largest_force_ev_per_a": 4.523,
  "multiplicity": 1,
  "energy_ha": -282.9385,
  "charge": 1
}